No. 1
{
  "formula": "C6H12BrNO6S",
  "method": "ωB97M-V with the def2-TZVPD basis set",
  "symbols": ["C", "N", "C", "O", "S", "O", "O", "Br", "H", "H", "H", "H", "H", "H", "C", "C", "C", "O", "C", "O", "O", "H", "H", "H", "H", "H", "H"],
  "coordinates": [[2.12, 0.58, -2.61], [1.93, -0.82, -2.26], [1.23, -1.62, -3.17], [-0.01, -1.03, -3.72], [-1.29, -1.21, -2.79], [-0.98, -0.63, -1.50], [-2.23, -0.15, -3.59], [-1.62, 1.59, -3.56], [1.32, 1.22, -2.23], [2.14, 0.68, -3.70], [3.07, 0.95, -2.23], [1.56, -0.92, -1.33], [0.97, -2.57, -2.69], [1.82, -1.83, -4.06], [-1.41, -0.02, 1.54], [-1.28, 0.47, 2.95], [-0.14, 1.43, 3.22], [0.16, 1.16, 4.60], [-0.23, -0.11, 4.87], [0.04, -0.69, 5.87], [-0.96, -0.61, 3.85], [-2.20, -0.77, 1.46], [-1.66, 0.80, 0.87], [-0.48, -0.47, 1.19], [-2.23, 0.91, 3.30], [-0.39, 2.48, 3.10], [0.74, 1.18, 2.62]],
  "lowdin_charge": [-0.106, -0.095, -0.266, -0.384, 0.811, -0.435, -0.851, 0.772, 0.059, 0.087, 0.076, 0.099, 0.123, 0.130, -0.035, -0.325, -0.094, 0.059, -0.568, 0.168, 0.082, 0.092, 0.089, 0.080, 0.158, 0.137, 0.137],
  "e_lumo_ev": -1.186,
  "energy_ha": -3714.162857,
  "homo_lumo_gap_ha": 0.3164
}

No. 2
{
  "formula": "H2N3O5S",
  "method": "ωB97M-V with the def2-TZVPD basis set",
  "symbols": ["N", "N", "S", "O", "O", "O", "N", "O", "O", "H", "H"],
  "coordinates": [[1.88, -0.36, -0.43], [0.61, -0.51, -1.02], [-0.48, -1.04, 0.01], [0.09, -1.36, 1.31], [-1.48, -1.91, -0.56], [-1.63, 0.38, 0.33], [-1.17, 1.58, 0.05], [-0.07, 1.92, 0.41], [-1.88, 2.38, -0.52], [2.39, -1.31, -0.07], [1.74, 0.24, 0.49]],
  "lowdin_charge": [-0.188, -0.332, 0.597, -0.353, -0.334, -0.126, -0.526, 0.042, 0.048, 0.100, 0.073],
  "e_lumo_ev": 3.939,
  "smiles": "NN=[S@](=O)([O-])O[N+](=O)[O-]",
  "energy_ha": -939.722612,
  "de_lowest_kcal_mol": 0.7,
  "charge": -1,
  "homo_lumo_gap_ha": 0.3239
}

No. 3
{
  "formula": "C7H2Cl6O2W",
  "method": "ωB97M-V with the def2-TZVPD basis set",
  "symbols": ["W", "Cl", "C", "C", "Cl", "C", "Cl", "C", "O", "C", "O", "C", "Cl", "Cl", "C", "Cl", "H", "H"],
  "coordinates": [[1.65, -0.26, 1.36], [-4.36, 0.18, -1.54], [-2.73, 0.17, -1.19], [-1.76, 0.48, -2.24], [-2.29, 0.85, -3.75], [-0.32, 0.49, -2.00], [0.79, 0.86, -3.21], [0.07, 0.20, -0.77], [1.35, 0.17, -0.43], [-0.87, -0.14, 0.35], [-0.42, -0.39, 1.43], [-2.30, -0.14, 0.09], [-3.34, -0.51, 1.33], [1.57, -2.51, 1.60], [3.48, -0.34, 2.04], [1.35, 1.59, 2.63], [4.25, -0.12, 1.30], [3.88, -0.58, 3.03]],
  "lowdin_charge": [1.116, 0.883, -0.673, -0.554, 1.019, -0.602, 0.904, -0.306, -0.170, -0.306, -0.094, -0.587, 0.980, 0.215, -0.151, 0.215, 0.059, 0.050],
  "e_lumo_ev": [-11.717, -11.739],
  "energy_ha": -3245.911590,
  "charge": 2,
  "homo_lumo_gap_ha": [0.1647, 0.1637]
}

No. 4
{
  "formula": "C66H56N9O10SeSn",
  "method": "ωB97M-V with the def2-TZVPD basis set",
  "symbols": ["Sn", "C", "C", "C", "O", "C", "C", "O", "C", "O", "C", "C", "C", "C", "C", "C", "C", "C", "C", "C", "C", "C", "C", "O", "C", "C", "C", "C", "C", "C", "C", "C", "C", "C", "C", "C", "H", "H", "H", "H", "H", "H", "H", "H", "H", "H", "H", "H", "H", "H", "H", "H", "H", "H", "H", "H", "H", "H", "H", "H", "H", "H", "H", "H", "N", "C", "C", "C", "C", "C", "C", "C", "C", "C", "C", "C", "C", "H", "H", "H", "H", "H", "H", "H", "H", "H", "H", "O", "C", "O", "C", "C", "C", "C", "C", "C", "N", "O", "O", "N", "O", "O", "H", "H", "H", "C", "C", "N", "C", "C", "N", "C", "N", "N", "N", "C", "C", "C", "C", "C", "C", "H", "H", "H", "H", "H", "H", "H", "H", "H", "H", "H", "Se", "C", "C", "C", "N", "C", "C", "H", "H", "H", "H"],
  "coordinates": [[0.10, 0.11, -0.86], [-2.28, -2.71, 4.06], [-3.19, -1.67, 3.41], [-4.64, -1.81, 3.87], [-3.14, -1.77, 2.01], [-2.36, -0.71, 1.48], [-2.50, 0.39, 2.56], [-2.72, -0.38, 3.75], [-1.34, 1.44, 2.85], [-0.26, 1.13, 1.91], [-0.93, 1.23, 4.32], [-0.04, 0.22, 4.67], [0.36, 0.03, 5.98], [-0.18, 0.82, 6.99], [-1.15, 1.75, 6.67], [-1.53, 1.95, 5.35], [-1.83, 2.87, 2.62], [-2.82, 3.15, 1.68], [-3.27, 4.45, 1.48], [-2.72, 5.50, 2.20], [-1.70, 5.24, 3.10], [-1.26, 3.95, 3.30], [-2.82, -0.27, 0.06], [-1.98, 0.75, -0.32], [-2.70, -1.40, -0.98], [-2.48, -2.75, -0.70], [-2.35, -3.67, -1.73], [-2.41, -3.26, -3.05], [-2.65, -1.92, -3.35], [-2.80, -1.01, -2.32], [-4.30, 0.15, 0.02], [-4.64, 1.39, -0.52], [-5.97, 1.78, -0.62], [-6.98, 0.93, -0.21], [-6.65, -0.33, 0.28], [-5.32, -0.72, 0.39], [-2.67, -3.70, 3.87], [-2.22, -2.53, 5.13], [-1.28, -2.63, 3.62], [-5.05, -2.76, 3.51], [-5.23, -0.99, 3.46], [-4.68, -1.77, 4.96], [-1.31, -1.02, 1.39], [-3.42, 0.95, 2.37], [0.33, -0.45, 3.91], [1.08, -0.74, 6.22], [0.14, 0.69, 8.02], [-1.62, 2.33, 7.46], [-2.31, 2.67, 5.14], [-3.25, 2.36, 1.10], [-4.06, 4.62, 0.76], [-3.08, 6.51, 2.05], [-1.25, 6.06, 3.65], [-0.46, 3.77, 4.01], [-2.45, -3.08, 0.33], [-2.17, -4.71, -1.50], [-2.27, -3.98, -3.85], [-2.73, -1.60, -4.38], [-3.01, 0.03, -2.54], [-3.84, 2.03, -0.88], [-6.21, 2.75, -1.03], [-8.01, 1.23, -0.29], [-7.43, -1.02, 0.58], [-5.08, -1.71, 0.74], [-0.05, 2.63, -0.72], [0.54, 3.82, -0.23], [0.53, 4.94, -1.06], [1.01, 6.16, -0.63], [1.49, 6.29, 0.66], [1.59, 5.16, 1.46], [1.17, 3.90, 1.03], [1.68, 2.72, 1.79], [3.05, 2.83, 2.13], [3.81, 1.78, 2.58], [3.24, 0.52, 2.65], [1.90, 0.39, 2.39], [1.08, 1.47, 2.07], [-0.88, 2.38, -0.18], [-0.36, 2.74, -1.70], [0.12, 4.83, -2.05], [1.00, 7.01, -1.30], [1.82, 7.25, 1.04], [2.00, 5.26, 2.46], [3.53, 3.78, 1.95], [4.86, 1.93, 2.81], [3.83, -0.36, 2.89], [1.44, -0.59, 2.41], [-0.89, 2.26, -3.47], [-0.46, 1.18, -3.88], [-0.03, 0.20, -3.19], [-0.38, 0.94, -5.38], [-1.19, 1.65, -6.26], [-1.08, 1.39, -7.62], [-0.18, 0.47, -8.13], [0.63, -0.20, -7.23], [0.53, 0.02, -5.87], [1.61, -1.15, -7.74], [2.46, -1.54, -6.97], [1.52, -1.49, -8.91], [-1.94, 2.12, -8.56], [-1.75, 1.95, -9.75], [-2.78, 2.87, -8.10], [-1.89, 2.38, -5.89], [-0.11, 0.30, -9.19], [1.14, -0.54, -5.18], [2.93, -1.43, -2.91], [3.49, -0.33, -2.06], [2.79, 0.64, -1.52], [3.70, 1.48, -0.91], [4.96, 1.00, -1.08], [4.82, -0.16, -1.81], [5.89, -1.03, -2.21], [6.53, -1.67, -1.09], [7.86, -1.51, -0.88], [8.23, -2.24, 0.09], [7.14, -2.92, 0.58], [7.00, -3.85, 1.62], [5.75, -4.36, 1.85], [4.63, -3.97, 1.09], [4.74, -3.05, 0.06], [6.02, -2.55, -0.18], [1.85, -1.32, -2.93], [3.16, -2.42, -2.50], [3.33, -1.37, -3.92], [3.36, 2.36, -0.40], [5.92, 1.36, -0.76], [6.67, -0.48, -2.73], [5.47, -1.79, -2.88], [7.86, -4.14, 2.21], [5.61, -5.09, 2.64], [3.66, -4.38, 1.32], [3.87, -2.73, -0.48], [1.13, -2.64, 0.16], [0.78, -4.52, 0.09], [-0.14, -5.12, 0.96], [-0.37, -6.48, 0.86], [0.24, -7.28, -0.02], [1.12, -6.70, -0.84], [1.42, -5.35, -0.83], [-0.66, -4.52, 1.69], [-1.08, -6.97, 1.51], [1.61, -7.36, -1.55], [2.15, -4.94, -1.52]],
  "lowdin_charge": [1.375, 0.025, -0.584, 0.020, -0.037, -0.156, -0.090, -0.019, -0.189, -0.087, -0.130, -0.019, -0.064, -0.095, -0.077, -0.036, -0.123, -0.020, -0.059, -0.086, -0.077, -0.054, -0.456, -0.353, -0.168, -0.033, -0.071, -0.086, -0.079, -0.045, -0.128, -0.047, -0.080, -0.104, -0.081, -0.016, 0.089, 0.090, 0.085, 0.090, 0.087, 0.088, 0.112, 0.150, 0.098, 0.105, 0.096, 0.099, 0.120, 0.071, 0.103, 0.099, 0.103, 0.121, 0.104, 0.102, 0.098, 0.101, 0.121, 0.115, 0.098, 0.094, 0.098, 0.114, 0.056, -0.215, -0.017, -0.090, -0.093, -0.067, -0.116, -0.085, -0.061, -0.084, -0.056, -0.048, -0.216, 0.057, 0.048, 0.115, 0.100, 0.098, 0.115, 0.110, 0.104, 0.111, 0.071, 0.022, -0.595, -0.187, -0.074, 0.087, -0.116, 0.084, -0.113, 0.090, -0.351, 0.081, 0.082, -0.352, 0.075, 0.086, 0.135, 0.130, 0.117, -0.024, -0.359, 0.051, -0.115, -0.043, -0.021, -0.071, -0.061, 0.038, 0.053, -0.237, -0.028, -0.086, -0.071, -0.018, -0.155, 0.043, 0.058, 0.085, 0.093, 0.117, 0.137, 0.136, 0.107, 0.100, 0.093, 0.027, 0.532, -0.680, -0.142, -0.180, 0.025, -0.181, -0.136, 0.079, 0.094, 0.094, 0.085],
  "e_lumo_ev": 0.734,
  "energy_ha": -6409.577971,
  "de_lowest_kcal_mol": 10.5,
  "charge": -1,
  "homo_lumo_gap_ha": 0.1919
}